{"formula": "C15H12N3O5S2", "method": "ωB97M-V with the def2-TZVPD basis set", "energy_ha": -1915.526021, "multiplicity": 1, "fmax_ev_per_a": 1.93, "gap_ev": 4.065, "total_charge": -1, "symbols": ["H", "C", "C", "H", "H", "C", "H", "C", "O", "S", "O", "O", "N", "H", "O", "C", "C", "H", "C", "C", "C", "C", "H", "C", "C", "O", "H", "C", "C", "N", "H", "H", "H", "C", "H", "N", "S"], "coordinates": [[3.54301, -0.81181, 4.15732], [-0.25559, -0.00416, -1.65905], [3.75049, 0.17782, 1.56422], [4.49319, 2.06024, 0.75724], [-5.84010, 2.28384, -2.18508], [4.52562, -0.71459, 3.67759], [-5.58527, 2.07966, 0.30146], [2.01457, 0.15415, -0.64629], [-1.72674, -0.97351, -3.65512], [-1.36129, 0.28236, -3.04246], [-1.33198, -1.23573, 0.43837], [-0.46728, 1.11174, 0.75146], [-1.60421, -3.58290, 1.65242], [3.03775, 1.92710, -1.28274], [4.52555, 0.31770, 2.66958], [-2.63943, 0.74642, -0.67970], [-2.76924, 0.85346, -2.05339], [5.25812, -0.36798, 4.40427], [-3.91829, 1.41766, -2.60847], [2.89172, -0.93138, 1.35324], [-3.63863, 1.18538, 0.18769], [3.80768, 1.22737, 0.60768], [-3.98453, 1.50905, -3.69347], [2.98301, 1.17466, -0.49633], [-4.93643, 1.85202, -1.75467], [-0.88041, 1.40101, -3.81921], [-3.48412, 1.09060, 1.26518], [-4.79577, 1.73836, -0.36462], [1.08362, 0.19897, -1.75279], [-1.93895, -4.72083, 1.53981], [1.49588, 0.43113, -2.73843], [4.83409, -1.68814, 3.27379], [1.33234, -1.74809, 0.14846], [1.99982, -0.89652, 0.29194], [2.91078, -1.77409, 2.05086], [-2.25591, -5.86255, 1.40487], [-1.07305, 0.09156, -0.06564]], "forces_ev_per_angstrom": [[0.149, 0.061, -0.184], [1.029, 1.137, 0.081], [-0.732, -0.284, -0.402], [-0.113, -0.268, 0.022], [0.233, -0.095, 0.164], [-0.092, 0.377, -0.433], [0.113, -0.046, -0.195], [0.912, -0.287, 1.040], [0.335, 0.794, -0.028], [-0.648, -0.281, 0.900], [0.475, 1.403, -0.364], [-0.007, -0.169, -0.241], [-0.515, -1.863, 0.065], [0.052, 0.034, 0.310], [0.177, -0.376, 0.142], [0.536, 0.127, -0.048], [0.153, 0.085, 0.013], [-0.075, -0.121, 0.002], [0.077, -0.113, 0.025], [0.623, 0.913, 0.423], [0.021, -0.017, -0.206], [-0.027, -0.611, 0.515], [-0.143, 0.028, 0.312], [-0.510, -0.437, -0.346], [0.313, -0.137, -0.128], [-0.017, -0.535, -0.066], [-0.161, 0.060, -0.359], [0.301, -0.206, 0.007], [-1.395, -0.202, -0.668], [0.105, -0.361, -0.135], [-0.170, 0.020, 0.111], [-0.049, 0.251, -0.007], [-0.011, 0.287, 0.086], [0.039, -0.102, -0.496], [-0.201, 0.361, -0.363], [0.431, 1.833, 0.277], [-1.207, -1.259, 0.174]]}